[1]
{"formula": "C30H84N7O11V", "method": "the ωB97M-V functional and the def2-TZVPD basis", "elements": ["O", "V", "O", "H", "O", "H", "C", "C", "O", "H", "H", "H", "H", "H", "C", "C", "C", "O", "C", "N", "H", "H", "H", "H", "H", "H", "H", "H", "H", "H", "H", "C", "C", "C", "O", "C", "N", "H", "H", "H", "H", "H", "H", "H", "H", "H", "H", "H", "C", "C", "C", "O", "C", "N", "H", "H", "H", "H", "H", "H", "H", "H", "H", "H", "H", "C", "C", "C", "O", "C", "N", "H", "H", "H", "H", "H", "H", "H", "H", "H", "H", "H", "C", "C", "C", "O", "C", "N", "H", "H", "H", "H", "H", "H", "H", "H", "H", "H", "H", "C", "C", "C", "O", "C", "N", "H", "H", "H", "H", "H", "H", "H", "H", "H", "H", "H", "C", "C", "C", "O", "C", "N", "H", "H", "H", "H", "H", "H", "H", "H", "H", "H", "H"], "xyz": [[-2.62519, -0.83769, -1.74476], [-1.69525, 0.40789, -1.94911], [-0.11003, -0.38787, -0.79178], [-0.03135, -1.19863, -0.25233], [-2.70639, 1.85452, -3.10592], [-2.52148, 2.70008, -2.65275], [0.03157, 3.56772, -6.46473], [-0.79242, 2.27770, -6.08184], [-2.15440, 2.24405, -6.37053], [1.08486, 3.46065, -6.20548], [-0.29860, 4.49994, -6.00641], [0.13112, 3.83289, -7.51728], [-0.59667, 1.88757, -5.08306], [-0.32537, 1.47894, -6.65799], [-4.54569, -0.09008, 0.95712], [-3.95078, 1.24376, 0.39990], [-4.18609, 2.50443, 1.39990], [-3.06977, 3.34269, 1.42123], [-3.27537, 4.59431, 0.79194], [-2.49146, 1.07530, 0.13754], [-5.61305, -0.22632, 0.78316], [-4.37103, -0.22585, 2.02444], [-3.97986, -0.89545, 0.48881], [-4.42061, 1.52926, -0.54129], [-4.24943, 2.10129, 2.41063], [-5.08861, 3.07574, 1.18276], [-3.58635, 4.31537, -0.21483], [-2.46151, 5.31118, 0.90072], [-4.17697, 5.11409, 1.11605], [-2.31444, 2.06574, 0.22582], [-2.12454, 0.74661, 1.01926], [-2.13198, 4.45209, 5.15270], [-1.43699, 3.13982, 4.78254], [-2.32658, 1.98142, 5.08685], [-3.02686, 1.99437, 6.39105], [-2.21728, 1.71567, 7.56473], [-1.04222, 3.17002, 3.39561], [-2.10805, 4.48400, 6.24197], [-3.21097, 4.45875, 4.99831], [-1.61299, 5.35955, 4.84407], [-0.51745, 3.09728, 5.36626], [-1.66649, 1.13771, 4.88556], [-3.10408, 1.93369, 4.32441], [-1.63955, 2.54826, 7.96611], [-1.48554, 0.95947, 7.28042], [-2.83407, 1.28912, 8.35576], [-1.74375, 3.43719, 2.71990], [-0.72583, 2.26384, 3.08123], [-1.64074, -1.54073, 2.70923], [-0.29802, -0.75025, 2.85446], [1.03866, -1.44315, 2.52153], [2.10462, -0.51975, 2.76680], [3.35766, -0.99067, 2.50344], [-0.33480, 0.49218, 2.10145], [-1.77410, -1.78373, 1.65506], [-2.46952, -0.96903, 3.12682], [-1.53044, -2.46501, 3.27636], [-0.17550, -0.45601, 3.89682], [1.01731, -1.83493, 1.50459], [1.00167, -2.20970, 3.29557], [4.06689, -0.18367, 2.68742], [3.50588, -1.35924, 1.48841], [3.60483, -1.66040, 3.32713], [0.58737, 0.86274, 2.28139], [-0.34101, 0.22868, 1.12645], [0.07396, 4.40167, -2.43696], [0.95253, 3.25231, -1.89296], [1.04848, 3.22863, -0.36305], [1.72265, 4.37077, 0.18545], [1.67024, 4.55704, 1.58732], [0.42341, 2.03407, -2.33438], [-0.12606, 4.43086, -3.50805], [0.47539, 5.40888, -2.32525], [-0.92314, 4.46456, -2.00114], [1.93290, 3.43004, -2.33499], [1.42576, 2.27933, 0.01720], [0.02738, 3.28221, 0.01454], [2.58195, 4.10002, 1.97204], [0.90530, 3.90544, 2.00968], [1.55700, 5.58236, 1.93944], [0.98751, 1.36308, -1.83271], [0.69306, 2.12239, -3.30371], [4.92340, 0.06417, -1.40636], [3.49547, -0.45664, -1.63651], [3.33243, -1.99963, -1.39914], [4.06715, -2.49867, -2.53488], [4.08073, -3.96019, -2.71332], [2.66869, 0.34432, -0.76122], [5.62635, -0.35675, -2.12524], [5.29174, -0.24671, -0.42872], [4.97858, 1.14519, -1.53456], [3.29820, -0.17998, -2.67220], [2.27670, -2.23822, -1.27024], [3.78973, -2.07455, -0.41254], [4.53982, -4.18305, -3.67647], [3.07348, -4.37431, -2.75862], [4.57502, -4.45632, -1.87808], [3.09391, 0.22576, 0.14721], [1.72832, -0.02396, -0.74811], [1.87508, -4.63885, 1.53469], [1.18017, -5.52792, 2.52764], [-0.22329, -6.08809, 2.03854], [-0.76313, -6.85117, 3.10859], [-1.80054, -7.77703, 2.78241], [2.06217, -6.58484, 2.87541], [2.36073, -5.34028, 0.85627], [2.64341, -3.97548, 1.93183], [1.06496, -4.06486, 1.08486], [0.95717, -5.08890, 3.50008], [-0.00990, -6.51379, 1.05806], [-0.91659, -5.27293, 1.83132], [-2.60703, -7.22345, 2.30155], [-2.21120, -8.16221, 3.71573], [-1.37217, -8.53265, 2.12388], [2.25904, -6.94740, 1.95351], [1.38956, -7.28161, 3.16213], [-0.19586, -3.06348, -4.37350], [0.13430, -1.70148, -3.85479], [1.30866, -1.03020, -4.68585], [0.91885, -0.78465, -6.00948], [2.06092, -0.33853, -6.80812], [-0.97230, -0.69115, -3.96136], [0.69607, -3.68563, -4.44756], [-0.54876, -2.93340, -5.39655], [-0.90269, -3.45900, -3.64409], [0.34949, -1.83299, -2.79437], [2.17269, -1.69469, -4.68506], [1.64754, -0.11597, -4.19855], [1.81476, -0.29595, -7.86911], [2.91302, -1.01432, -6.73508], [2.43594, 0.65355, -6.55666], [-0.60515, -0.14654, -4.72863], [-1.75923, -1.14755, -4.40015]], "mulliken_spin": [-0.16, 1.15, -0.01, 0.01, 0.00, 0.00, 0.00, 0.00, 0.00, 0.00, 0.00, 0.00, 0.00, 0.00, 0.00, 0.00, 0.00, 0.00, 0.00, -0.01, 0.00, 0.00, 0.00, 0.00, 0.00, 0.00, 0.00, 0.00, 0.00, 0.00, 0.00, 0.00, 0.00, 0.00, 0.00, 0.00, 0.00, 0.00, 0.00, 0.00, 0.00, 0.00, 0.00, 0.00, 0.00, 0.00, 0.00, 0.00, 0.00, 0.00, 0.00, 0.00, 0.00, 0.00, 0.00, 0.00, 0.00, 0.00, 0.00, 0.00, 0.00, 0.00, 0.00, 0.00, 0.00, 0.00, 0.00, 0.00, 0.00, 0.00, 0.00, 0.00, 0.00, 0.00, 0.00, 0.00, 0.00, 0.00, 0.00, 0.00, -0.01, 0.00, 0.00, 0.00, 0.00, 0.00, 0.00, 0.00, 0.00, 0.00, 0.00, 0.00, 0.00, 0.00, 0.00, 0.00, 0.00, 0.00, 0.00, 0.00, 0.00, 0.00, 0.00, 0.00, 0.00, 0.00, 0.00, 0.00, 0.00, 0.00, 0.00, 0.00, 0.00, 0.00, 0.00, 0.00, 0.00, -0.01, 0.00, 0.00, 0.00, -0.01, 0.00, 0.00, 0.00, 0.02, 0.00, 0.00, 0.00, 0.00, 0.00, 0.00, 0.00], "s2": 0.768, "lumo_ev": [1.9, 1.9], "total_charge": -1, "homo_ev": [-1.925, -1.926], "multiplicity": 2, "orbital_gap_ev": [3.78, 3.79]}



[2]
{"formula": "C30H86F12N6O12P2", "method": "the ωB97M-V functional and the def2-TZVPD basis", "elements": ["P", "F", "F", "F", "F", "F", "F", "P", "F", "F", "F", "F", "F", "F", "C", "O", "H", "H", "H", "H", "C", "O", "H", "H", "H", "H", "C", "C", "C", "O", "C", "N", "H", "H", "H", "H", "H", "H", "H", "H", "H", "H", "H", "C", "C", "C", "O", "C", "N", "H", "H", "H", "H", "H", "H", "H", "H", "H", "H", "H", "C", "C", "C", "O", "C", "N", "H", "H", "H", "H", "H", "H", "H", "H", "H", "H", "H", "C", "C", "C", "O", "C", "N", "H", "H", "H", "H", "H", "H", "H", "H", "H", "H", "H", "C", "C", "C", "O", "C", "N", "H", "H", "H", "H", "H", "H", "H", "H", "H", "H", "H", "C", "C", "C", "O", "C", "N", "H", "H", "H", "H", "H", "H", "H", "H", "H", "H", "H", "C", "C", "O", "O", "H", "H", "H", "H", "H", "H", "C", "C", "O", "O", "H", "H", "H", "H", "H", "H"], "xyz": [[-7.23090, -3.53644, -1.55444], [-7.87312, -2.71894, -0.28814], [-6.58634, -2.18814, -2.22989], [-5.79065, -3.73742, -0.82193], [-6.46557, -4.39175, -2.66701], [-7.51541, -4.90504, -0.78758], [-8.57904, -3.47502, -2.47713], [-0.30330, 0.68909, 0.13953], [0.30255, -0.03485, -1.17266], [0.15210, -0.66975, 0.96260], [1.08660, 1.36327, 0.41608], [-0.88079, 1.20338, 1.61147], [-0.74746, 1.99869, -0.72857], [-1.71404, -0.13066, -0.11382], [2.01530, 6.88129, -2.00865], [2.74665, 8.09877, -2.30360], [1.16063, 6.76427, -2.67495], [2.59858, 5.96539, -2.10361], [1.53008, 6.75890, -1.04031], [2.22786, 8.85269, -2.01367], [-5.09469, 6.02210, 0.24960], [-5.02398, 7.25190, 0.91293], [-6.14243, 5.73025, 0.17774], [-4.68883, 6.05697, -0.76142], [-4.54570, 5.27085, 0.81734], [-5.87405, 7.61299, 0.65101], [-0.96893, 6.67685, 5.38979], [-1.72224, 7.62728, 6.28868], [-1.01784, 8.16310, 7.49821], [-0.59125, 7.06069, 8.32797], [-1.70667, 6.42392, 9.05299], [-2.32024, 8.69133, 5.44796], [0.09713, 6.87483, 5.27826], [-1.45871, 6.57366, 4.42151], [-1.06621, 5.64708, 5.73360], [-2.65588, 7.16243, 6.60543], [-1.72033, 8.75882, 8.08107], [-0.11595, 8.69031, 7.18718], [-1.27719, 5.70419, 9.74987], [-2.46265, 5.87136, 8.49506], [-2.32125, 7.22980, 9.45417], [-2.86038, 8.29544, 4.69191], [-3.10546, 9.11932, 5.91736], [8.75219, -2.63312, -6.53872], [8.07474, -2.44159, -5.09431], [6.67420, -1.77696, -4.96841], [6.57060, -0.52993, -5.71215], [5.42588, 0.24889, -5.36061], [7.94280, -3.78506, -4.59007], [9.71098, -3.14564, -6.46036], [8.90740, -1.60010, -6.84999], [8.09158, -3.11449, -7.25981], [8.78160, -1.93209, -4.43943], [6.52519, -1.57055, -3.90855], [5.91690, -2.41188, -5.42830], [4.57642, -0.31461, -5.74663], [5.47776, 1.23572, -5.82058], [5.36152, 0.33165, -4.27566], [7.24179, -4.26248, -5.13848], [8.76876, -4.34173, -4.75746], [-6.48645, 2.61082, -5.67835], [-5.09569, 2.94833, -6.20024], [-4.15696, 1.66599, -6.50824], [-2.92181, 1.94706, -7.18493], [-2.03401, 2.71187, -6.36409], [-5.29271, 3.76362, -7.32253], [-7.17660, 3.43981, -5.52162], [-6.27502, 2.06399, -4.75946], [-7.04806, 1.99909, -6.38439], [-4.65510, 3.55702, -5.41063], [-4.66661, 1.01686, -7.22026], [-3.96992, 1.08993, -5.60200], [-1.17985, 3.04200, -6.95530], [-1.73477, 2.10577, -5.50898], [-2.52732, 3.64367, -6.08752], [-4.40754, 3.72748, -7.80758], [-5.89991, 3.20067, -7.90089], [-3.20307, -9.61694, -3.76823], [-2.80935, -8.20370, -3.41356], [-2.66092, -7.31969, -4.62063], [-2.34713, -5.99075, -4.14673], [-2.46514, -4.98134, -5.09018], [-3.77427, -7.71380, -2.43107], [-3.78518, -10.05546, -2.95771], [-2.39958, -10.33314, -3.94019], [-3.80027, -9.61919, -4.68006], [-1.80999, -8.20267, -2.97838], [-3.63655, -7.37659, -5.10334], [-1.93790, -7.77163, -5.29967], [-1.96880, -5.14039, -6.04749], [-2.02016, -4.08820, -4.65155], [-3.53543, -4.84744, -5.24720], [-4.49655, -8.39227, -2.62622], [-4.23550, -7.01521, -2.99617], [2.00292, -5.04318, -0.25793], [0.98005, -5.74562, 0.68960], [1.39446, -5.88751, 2.15762], [0.26336, -6.25453, 2.98622], [0.77182, -6.48998, 4.27497], [-0.29029, -5.05165, 0.58835], [2.78570, -5.74848, -0.53709], [2.50939, -4.15735, 0.12535], [1.61027, -4.71486, -1.22028], [0.88634, -6.74572, 0.26639], [1.80157, -4.97217, 2.58716], [2.16670, -6.65322, 2.23131], [-0.05206, -6.96031, 4.81173], [1.07065, -5.56454, 4.76726], [1.58592, -7.20357, 4.40198], [-0.30830, -4.88876, -0.40827], [0.01932, -4.11964, 0.82415], [6.91029, 2.52242, 3.18196], [6.93405, 3.71665, 2.21881], [7.38954, 3.35942, 0.80305], [8.71498, 2.94988, 0.89362], [9.25121, 2.59490, -0.36858], [5.65532, 4.30674, 2.28086], [7.87138, 2.01616, 3.09177], [6.12087, 1.81811, 2.91956], [6.86969, 2.83518, 4.22534], [7.68417, 4.39592, 2.62378], [7.39301, 4.27121, 0.20578], [6.79065, 2.53707, 0.41168], [10.32706, 2.46233, -0.25422], [9.09708, 3.29006, -1.19387], [8.88041, 1.62181, -0.69062], [4.91813, 3.69947, 1.95241], [5.62144, 5.17163, 1.76037], [-6.14977, -3.02710, 4.48511], [-4.86608, -2.34881, 4.23259], [-3.76796, -3.26944, 4.17321], [-6.29290, -4.22602, 3.68911], [-7.03330, -2.41321, 4.31017], [-6.32237, -3.16514, 5.55247], [-4.74029, -1.60932, 5.02343], [-4.97910, -1.70536, 3.36006], [-3.02233, -2.81840, 4.57596], [-7.23815, -4.37423, 3.61077], [1.33321, 0.09357, 8.48825], [0.31327, 0.04445, 7.30673], [0.57793, -1.17202, 6.61447], [2.55540, 0.55583, 8.13187], [1.46142, -0.88636, 8.94803], [0.97010, 0.73700, 9.28965], [0.37696, 0.89656, 6.63001], [-0.66462, -0.04559, 7.77973], [1.51969, -1.25337, 6.44689], [2.46539, 1.49503, 7.95463]], "lowdin_charge": [0.14, -0.18, -0.19, -0.21, -0.20, -0.18, -0.18, 0.16, -0.19, -0.23, -0.16, -0.21, -0.18, -0.19, -0.15, -0.13, 0.07, 0.08, 0.07, 0.06, -0.18, -0.12, 0.08, 0.08, 0.09, 0.06, -0.04, -0.46, -0.19, -0.20, -0.08, 0.01, 0.09, 0.08, 0.08, 0.12, 0.11, 0.13, 0.08, 0.07, 0.08, 0.06, 0.06, -0.06, -0.40, -0.16, -0.23, -0.10, 0.00, 0.06, 0.06, 0.07, 0.13, 0.12, 0.12, 0.09, 0.09, 0.08, 0.07, 0.06, -0.07, -0.48, -0.15, -0.22, -0.10, 0.03, 0.08, 0.09, 0.07, 0.12, 0.12, 0.12, 0.08, 0.10, 0.07, 0.06, 0.07, -0.08, -0.47, -0.21, -0.17, -0.13, 0.08, 0.08, 0.07, 0.08, 0.13, 0.12, 0.12, 0.08, 0.10, 0.09, 0.04, 0.07, -0.07, -0.43, -0.19, -0.16, -0.15, 0.06, 0.06, 0.07, 0.07, 0.13, 0.12, 0.11, 0.09, 0.08, 0.07, 0.06, 0.08, -0.06, -0.47, -0.22, -0.19, -0.11, 0.03, 0.07, 0.08, 0.07, 0.14, 0.12, 0.13, 0.08, 0.08, 0.08, 0.08, 0.07, -0.27, -0.26, -0.03, -0.04, 0.11, 0.10, 0.11, 0.12, 0.08, 0.08, -0.31, -0.21, -0.07, -0.05, 0.12, 0.11, 0.12, 0.11, 0.08, 0.10], "lumo_ev": 3.0, "total_charge": -2, "homo_ev": -5.129, "orbital_gap_ev": 8.10}



no.,M (g/mol)
1,769.98
2,1012.97